C81H162Cl4F4N11O17S4 | the ωB97M-V functional and the def2-TZVPD basis

Positions of all 283 atoms, in Å:
Cl: -1.69235 0.83974 -4.46391
Cl: -4.96205 -0.87444 0.37449
Cl: 2.83741 -3.88881 -1.67725
Cl: 3.56830 3.45773 -0.81529
S: 3.26328 -0.96977 4.58578
S: -0.86786 4.10675 4.64631
S: -3.03355 5.31902 3.43410
S: 1.33594 -2.90331 3.81697
F: -4.26519 5.48747 4.48736
F: 0.52306 4.86220 4.40611
F: 2.51098 0.37642 5.04559
F: 1.23384 -3.29664 2.23222
O: -0.01001 3.37651 -1.27508
O: 5.80826 4.38209 1.45399
O: -2.01319 -1.02469 4.16554
O: 8.05822 -2.63259 -4.25258
O: -1.77014 -2.13725 -3.49912
O: -7.32912 -2.95525 1.85814
O: -0.02191 -2.66816 4.16818
O: -0.69944 3.05119 3.69793
O: -5.82808 5.26977 -1.63244
O: -3.46174 4.06400 2.78954
O: 3.33588 -1.70524 5.87400
O: 4.91561 -4.05153 4.01093
O: 2.11367 -3.93369 4.42807
O: -3.15772 6.52073 2.66823
O: 0.76468 -2.23212 -1.18829
O: -0.91149 3.62705 5.93483
O: 4.40489 -0.49038 3.79145
N: 5.12604 -4.74569 3.21818
N: 0.29435 4.63476 -1.40071
N: -1.76726 5.33906 4.32891
N: -7.45941 -3.00207 0.74292
N: -5.34781 4.41005 -2.18368
N: 2.27684 -1.48444 3.39449
N: -2.60482 -1.15433 5.16688
N: -1.49447 -2.66423 -4.49205
N: 5.22765 4.28438 2.60238
N: 0.46315 -1.31756 -0.51466
N: 7.13783 -1.65063 -4.32251
C: -0.65015 5.62951 -3.42208
C: 5.28096 -4.28159 1.78482
C: -0.47168 0.77590 1.20404
C: -1.23960 5.98387 0.01316
C: 5.94367 0.89982 -3.89599
C: 5.30988 -6.22741 3.45481
C: -5.31718 4.46878 -3.75380
C: -5.43272 3.29455 -0.02309
C: -4.88789 3.21286 -1.42910
C: 5.94291 1.91379 2.45436
C: 1.40184 -0.23152 -0.26644
C: -3.90376 -2.13698 -4.94544
C: -6.21260 5.67097 -4.18165
C: -6.77492 -4.09019 -0.08609
C: -1.15870 -0.59383 1.31633
C: 3.40454 5.69010 3.00370
C: -5.37635 -4.29869 0.45638
C: -6.62636 -3.76330 -1.53630
C: -1.12274 -3.25096 -7.30325
C: 6.19925 -1.22315 -6.38881
C: 0.37466 4.54140 1.02968
C: -1.02789 -1.35494 0.06604
C: -1.86692 -0.69237 -1.05195
C: -8.39100 -0.68649 0.93267
C: 1.02762 0.63767 0.90904
C: 5.76111 -6.32343 4.87232
C: 0.73169 -1.77490 -4.21678
C: 0.13901 5.42829 -0.13393
C: -1.42380 -2.86520 0.40814
C: -3.39823 3.26324 -1.43349
C: -7.71219 -2.94304 -2.20720
C: 6.30335 -5.02931 0.87894
C: 6.11125 -0.08620 -2.75993
C: 8.63385 -0.74556 -6.16087
C: -8.47206 -1.98722 0.20044
C: 4.99592 2.89223 3.11346
C: -4.75568 -2.06557 4.49268
C: -3.39030 1.04589 5.52671
C: 7.27164 -0.78071 -5.44696
C: 5.47692 -2.78094 1.84029
C: -3.48808 -2.37613 5.30051
C: -4.19629 -1.42054 7.46213
C: 4.97207 5.40590 4.75336
C: 4.40581 4.06891 5.30963
C: -3.06481 -4.52094 -5.14385
C: 0.02738 -2.66543 -6.48141
C: -3.82380 4.74128 -4.05047
C: 1.64558 6.29128 -2.65018
C: -2.47710 -2.75600 -6.82319
C: 3.60535 2.45657 2.65801
C: 6.15984 -6.53212 1.08640
C: 6.73925 -2.41501 -2.01365
C: -2.73389 -3.03561 -5.34690
C: -2.99945 -0.48348 7.53055
C: 0.65608 5.08404 -2.77116
C: 5.74849 6.73232 2.90196
C: 3.85900 -4.52163 1.22144
C: -5.84535 3.14941 -4.30531
C: -7.64359 -5.32880 0.18797
C: 1.27644 3.93309 -3.58451
C: 5.20984 2.93920 4.62837
C: -3.89800 -2.69066 6.69532
C: 1.24438 0.66973 -1.51089
C: 4.91131 5.55739 3.27695
C: -8.07759 -1.76283 -1.30679
C: 7.05580 0.60572 -4.85137
C: -2.76531 -3.58266 4.64641
C: 6.41096 -6.76870 2.60551
C: -1.03721 0.47054 6.21365
C: 1.23059 7.25443 -1.60967
C: -0.07860 -2.80707 -4.95730
C: 2.81685 -0.80394 -0.13714
C: -9.82865 -2.70805 0.36342
C: -2.43423 -0.07349 6.20557
C: -5.46405 1.96509 -2.15804
C: 6.23477 -1.56264 -3.15485
C: 4.85568 -2.07541 -3.65491
C: -5.24760 1.87864 -3.63879
C: 0.24921 -4.24591 -4.49573
C: 1.21167 6.54836 -0.24283
C: 3.94167 -6.89143 3.29834
H: -7.21460 -6.21219 -0.27271
H: -5.87822 6.62508 -3.74185
H: 5.29517 -0.05101 -2.00897
H: 8.60360 0.06349 -6.86336
H: 3.13511 5.66280 1.96386
H: -3.09016 4.29399 -1.26257
H: 5.48719 7.53796 3.59209
H: -6.50335 3.26895 -0.14893
H: -5.04143 4.16132 0.49145
H: -9.74563 -3.47893 -0.34831
H: 6.69327 -3.49346 -2.14279
H: 7.80987 -2.27634 -1.83951
H: 3.59869 1.48624 2.24688
H: -3.15252 3.91824 -4.11126
H: 5.49056 -2.36548 0.84051
H: 1.98723 8.04814 -1.56490
H: 3.61184 -7.13892 2.30875
H: -1.19079 -0.63542 -1.96678
H: -3.09594 2.79637 -0.51135
H: 5.15821 -6.83884 0.73400
H: -4.44461 -1.69277 8.50518
H: -1.46387 -3.51274 -0.40887
H: -1.60840 6.69715 -0.75969
H: 6.35985 -2.47709 2.37136
H: -0.43539 5.80678 -4.46733
H: -7.84323 -5.55479 1.21671
H: 1.37359 4.11695 1.00366
H: -0.38503 3.78361 1.16992
H: 6.79193 6.53934 3.08026
H: -2.66166 -1.35601 -1.31542
H: -5.47363 -2.88047 4.38774
H: -0.78589 -3.26515 1.20136
H: -0.30616 -4.95728 -5.04526
H: -0.50085 1.32360 2.14490
H: -1.44847 4.91610 -3.33174
H: 1.27192 -2.24345 -3.43336
H: -4.89190 -3.34756 0.39438
H: -10.01510 -3.11648 1.38353
H: -3.46694 5.50588 -3.37248
H: 4.61778 -2.24923 2.27852
H: 6.88046 -7.04889 0.48142
H: -2.66977 -1.72026 -7.02143
H: -4.83178 -5.03401 -0.15819
H: 3.78720 -5.36996 0.53512
H: -6.26482 5.70149 -5.26762
H: -3.81191 5.32125 -4.98518
H: 3.43952 -3.69301 0.64167
H: -3.26179 -3.28451 -7.33528
H: 2.74726 5.03043 3.55010
H: 7.26119 -4.75712 1.32104
H: 1.55317 0.21866 1.78772
H: 5.81954 1.82272 1.39415
H: -8.86649 0.04216 0.26519
H: -1.05351 -4.34301 -7.29726
H: 0.15588 -0.86078 -4.11684
H: 1.64804 6.83502 -3.58965
H: 3.03513 -1.51329 -0.95601
H: -7.25139 5.55920 -3.90782
H: -5.13612 2.41316 0.55251
H: -0.73724 -1.24829 2.09155
H: 7.37420 -6.34246 2.80933
H: 1.01066 -3.10758 -6.68065
H: 6.26429 -2.23152 -6.63683
H: -0.97264 6.57732 -2.93030
H: -8.80292 -1.10009 -1.80382
H: -3.28451 0.44973 7.99386
H: 8.00111 0.85177 -4.36437
H: -0.93407 -3.00987 -8.36436
H: -4.44066 0.92221 5.57145
H: 3.16854 6.73206 3.25389
H: 1.52904 -1.46124 -4.95290
H: 1.29033 -4.34426 -4.78281
H: 6.10503 1.91152 -3.47969
H: 3.12669 3.07687 1.94646
H: -5.23662 -1.19306 4.91484
H: -2.97692 1.18652 4.51541
H: -6.89976 3.11613 -4.16463
H: -4.23644 -2.49212 -3.98670
H: -4.14239 1.69726 -3.87027
H: -3.11638 -4.60428 -4.06506
H: -7.32290 -2.49810 -3.13070
H: 4.79637 2.01843 5.03677
H: -3.14648 -3.28459 7.22737
H: -5.80086 -3.08775 -1.58552
H: 7.00808 0.17508 -2.15663
H: -2.24629 -5.17475 -5.43480
H: -2.81754 2.87906 -2.28628
H: -2.22226 -0.90954 8.14518
H: -5.05767 -0.87739 7.05143
H: 4.96950 0.92130 -4.34512
H: 0.24397 0.99045 -1.72980
H: 4.94448 -5.92070 5.49426
H: -2.09759 -4.00858 5.38396
H: -10.65059 -2.02799 0.10966
H: 5.69498 7.13613 1.87589
H: -9.02369 -0.75414 1.81284
H: 4.62773 4.06265 6.40518
H: -2.16130 -3.33001 3.80283
H: 9.40946 -0.50644 -5.46417
H: -5.61264 3.15176 -5.37720
H: 0.24494 7.74467 -1.72804
H: -0.97359 1.18792 7.05174
H: -2.42014 -2.82419 0.86206
H: -6.52401 1.87270 -1.95199
H: 2.63191 5.90381 -2.36507
H: 3.57660 -0.01951 -0.05418
H: -3.63499 -1.08661 -4.93361
H: 0.56111 3.09687 -3.83105
H: -0.28864 -0.32040 6.39245
H: 0.41277 5.14436 1.90416
H: 6.23327 2.96122 4.94131
H: 6.09800 -2.23972 -1.10236
H: 4.30429 -1.23401 -3.96951
H: 4.57918 6.27673 5.23861
H: -6.38525 -4.62781 -2.11051
H: -8.57231 -3.57829 -2.39044
H: 3.94837 -7.80779 3.79415
H: 5.72797 0.92872 2.83559
H: 1.56655 4.47237 -4.50218
H: -3.51160 -4.34062 4.43110
H: 6.58748 -7.82547 2.87116
H: -5.03485 1.15827 -1.56614
H: 3.17126 -6.27943 3.77473
H: 0.22167 -4.40391 -3.43341
H: 4.80744 -2.82945 -4.44549
H: 3.13728 -4.64836 1.98443
H: 2.88161 2.47568 3.47587
H: 1.51192 1.61180 0.76290
H: -4.54185 -1.81939 3.43783
H: 3.34899 3.95463 5.15155
H: 5.20860 -1.18730 -5.95989
H: 8.92662 -1.70157 -6.60342
H: -4.65172 -2.29329 -5.74137
H: 6.18660 -0.75403 -7.35325
H: -2.22738 -0.43912 1.54092
H: 6.04063 5.42782 5.09546
H: -4.78748 -3.27015 6.52503
H: -2.01470 5.17611 0.07349
H: -5.76982 1.01391 -4.05784
H: -2.40975 0.21232 -0.80300
H: -4.00418 -4.81819 -5.69497
H: -7.15941 -1.12947 -1.25324
H: -8.55389 -5.22235 -0.40112
H: 5.90159 -7.33647 5.23291
H: 2.85986 -1.28481 0.84623
H: -5.24964 -4.75926 1.46315
H: 4.25874 -2.54553 -2.84033
H: 6.20420 -4.62947 -0.12887
H: -1.32217 6.44783 0.99866
H: -0.78953 1.05343 5.34432
H: -7.36432 -0.35674 1.03286
H: 6.99530 2.03466 2.60660
H: -0.00014 -1.59326 -6.50891
H: 2.20482 6.14428 -0.02690
H: 0.91759 7.31927 0.51706
H: -0.98507 1.35505 0.45552
H: 2.11973 3.44413 -3.09554
H: 1.80615 1.58771 -1.38219
H: 6.99937 1.30283 -5.68018
H: 6.62234 -5.70280 5.05989
H: 1.56316 0.12977 -2.41967
H: -3.20141 1.91576 6.11458

Output
- Total charge: +3
- LUMO level: -0.298 Ha
- Gap between HOMO and LUMO: 4.816 eV
- Total energy: -242078.900 eV
- Strongest force on any atom: 13.5 eV/Å

---

C9H22NSi | the ωB97M-V functional and the def2-TZVPD basis

Positions of all 33 atoms, in Å:
Si: -0.40007 -1.12875 -0.53015
N: -0.51062 1.60167 0.71973
C: -1.23314 0.93260 -0.34084
C: -0.65325 3.08115 0.95368
C: 0.70901 -0.31278 -3.22700
C: -1.24739 -2.65319 0.28025
C: 1.84976 1.61465 1.62252
C: -0.81634 -2.90672 1.73201
C: 0.95211 1.16691 0.49110
C: 1.09278 -0.41486 0.30137
C: -0.14217 -1.42807 -2.44348
H: 1.32620 -0.98573 1.19774
H: -1.06051 1.59310 -1.13686
H: 0.35232 0.56420 -2.75851
H: 0.26968 -2.87011 1.82625
H: -0.94607 1.20274 1.54840
H: 1.13726 1.66421 -0.41595
H: 0.24167 -2.49915 -2.48794
H: -0.04186 3.25850 1.76421
H: -1.24474 -2.12845 2.39213
H: -1.12258 -3.95052 2.03794
H: 0.39250 -0.07421 -4.25246
H: 2.24816 2.65649 1.45081
H: 1.77905 -0.36576 -3.06246
H: -1.22521 -1.45448 -2.92732
H: 2.17278 -0.46105 -0.18581
H: -0.33557 3.57229 0.07864
H: -2.35603 1.06183 -0.14526
H: -1.69336 3.32647 1.20623
H: 2.68099 0.80609 1.62134
H: -2.31130 -2.48977 0.38412
H: 1.27067 1.71427 2.59464
H: -1.13475 -3.69355 -0.28905

Output
- Total charge: +1
- LUMO level: -0.103 Ha
- Gap between HOMO and LUMO: 10.618 eV
- Structure (SMILES): CC[Si]1(CC)C[C@H](C)[N@@H+](C)C1
- Total energy: -19049.604 eV
- Strongest force on any atom: 3.4 eV/Å